{
  "formula": "C25H41BrClNO4P2PdTe",
  "method": "ωB97M-V/def2-TZVPD",
  "elements": ["Te", "Pd", "Br", "Cl", "P", "P", "O", "O", "O", "O", "N", "C", "C", "C", "C", "C", "C", "C", "C", "C", "C", "C", "C", "C", "C", "C", "C", "C", "C", "C", "C", "C", "C", "C", "C", "C", "H", "H", "H", "H", "H", "H", "H", "H", "H", "H", "H", "H", "H", "H", "H", "H", "H", "H", "H", "H", "H", "H", "H", "H", "H", "H", "H", "H", "H", "H", "H", "H", "H", "H", "H", "H", "H", "H", "H", "H", "H"],
  "xyz": [[-1.3781, 1.4516, 1.1226], [0.3601, -0.2840, 0.2012], [-0.6794, -2.2534, -2.1952], [-2.3049, 8.2008, 3.3100], [-0.3219, 2.2341, -0.9824], [0.2281, -1.7745, 1.9163], [-1.0587, 1.5080, -2.1410], [1.0256, 1.6379, -0.8002], [4.1238, -3.2623, -3.6970], [-0.3458, 3.7565, -1.1171], [1.6608, -1.3919, -0.9949], [2.1613, -3.7186, 1.1445], [0.0528, 5.1349, 2.3641], [-3.4430, 2.2805, -2.3503], [-2.0104, 4.2345, 3.2014], [-2.3407, 5.0027, -0.3110], [0.8578, -0.9383, 4.5882], [-0.1791, 2.6651, 2.4548], [-2.4993, 5.5140, 3.3966], [1.4483, -1.1806, 3.1950], [-0.4217, 6.4228, 2.5655], [3.8781, -1.8198, -1.7848], [-1.7142, -2.9272, 3.6707], [-0.2279, -4.3968, 0.8763], [-0.7363, 4.0329, 2.6771], [2.9949, -1.2288, -0.9182], [-2.3523, 1.3518, -2.8074], [3.3723, -2.6280, -2.8057], [-1.2154, 4.9289, -1.3047], [-1.4800, -1.8417, 2.6131], [1.9892, -2.7787, -2.9199], [2.2720, 0.0418, 2.7781], [-1.6989, 6.6036, 3.0729], [-2.5523, -1.9546, 1.5125], [0.7386, -3.5304, 1.6799], [1.1933, -2.1338, -2.0066], [0.5274, -1.8531, 5.0734], [5.0667, -3.0963, -3.5662], [4.9405, -1.6511, -1.6714], [1.6344, -0.5071, 5.2208], [-0.5257, 5.7599, -1.1859], [-2.6143, 0.3114, -2.6335], [1.7341, 0.9660, 2.9773], [1.0486, 4.9965, 1.9625], [2.1769, -3.6258, 0.0585], [-3.4533, -1.4215, 1.8181], [-2.8336, -2.9952, 1.3602], [-3.1988, 3.3217, -2.5443], [-2.1165, 1.4764, -3.8612], [-3.0408, 4.1713, -0.3940], [-2.8961, 5.9186, -0.5238], [-0.1529, 2.0514, 3.3555], [2.4931, -4.7282, 1.3870], [0.1314, -5.4263, 0.8973], [-1.0222, -2.8828, 4.5068], [-2.2324, -1.5591, 0.5474], [-1.6660, -3.9237, 3.2343], [1.5688, -3.3702, -3.7194], [-2.6395, 3.3890, 3.4596], [2.1315, -2.0295, 3.2674], [-1.2412, -4.3977, 1.2704], [2.8972, -3.0281, 1.5580], [-4.3463, 2.0445, -2.9129], [0.7204, -3.8661, 2.7262], [3.3580, -0.5951, -0.1226], [-2.7199, -2.8022, 4.0743], [0.0243, -0.2335, 4.5724], [-1.5487, 4.9025, -2.3376], [-1.5804, -0.8674, 3.1045], [-3.6779, 2.1406, -1.2938], [0.8140, 2.7022, 2.0120], [2.5528, 0.0434, 1.7260], [3.1880, 0.0682, 3.3691], [0.1930, 7.2810, 2.3323], [-0.2675, -4.0835, -0.1653], [-3.4884, 5.6762, 3.8012], [-1.9720, 5.0695, 0.7097]],
  "forces_ev_per_a": [[-0.04, -0.20, -0.02], [0.49, 0.27, 0.37], [0.02, 0.04, -0.03], [0.01, -0.04, -0.02], [-1.21, 0.27, -0.43], [-0.20, -0.12, -0.17], [0.13, 0.09, 0.16], [0.22, -0.32, -0.06], [-0.01, 0.03, 0.03], [0.44, 0.05, 0.24], [0.08, 0.08, -0.06], [0.00, -0.01, -0.02], [-0.07, 0.09, -0.01], [0.05, -0.03, 0.07], [-0.03, -0.01, 0.04], [-0.08, 0.07, -0.02], [0.02, -0.06, 0.01], [0.08, -0.04, 0.01], [0.04, 0.00, 0.02], [-0.02, -0.01, 0.10], [0.03, -0.04, -0.02], [0.01, 0.01, 0.00], [-0.01, 0.00, 0.03], [-0.04, 0.01, 0.01], [0.04, -0.04, -0.03], [-0.04, -0.03, -0.02], [0.11, -0.07, -0.04], [0.03, -0.04, -0.05], [0.08, -0.09, -0.05], [-0.03, -0.02, 0.02], [0.00, 0.02, 0.03], [0.02, -0.05, -0.05], [-0.06, 0.07, 0.04], [-0.02, 0.02, 0.03], [0.07, 0.04, -0.02], [-0.07, 0.02, 0.00], [0.01, 0.05, -0.01], [0.01, -0.01, -0.01], [0.00, 0.00, 0.01], [0.00, 0.01, -0.01], [-0.01, 0.00, -0.01], [-0.05, -0.04, -0.01], [-0.03, -0.02, -0.01], [0.03, -0.03, -0.01], [0.00, -0.03, 0.06], [0.00, -0.02, 0.01], [0.01, 0.01, -0.03], [0.00, 0.05, 0.01], [-0.06, 0.04, -0.01], [0.05, 0.01, -0.01], [-0.02, -0.01, 0.03], [0.01, 0.08, 0.04], [0.01, 0.00, 0.01], [0.00, -0.01, 0.00], [-0.02, -0.01, -0.03], [0.01, 0.04, 0.00], [0.00, 0.01, 0.04], [-0.01, 0.00, 0.00], [0.01, -0.01, 0.01], [0.01, -0.01, 0.03], [0.04, 0.00, -0.03], [-0.02, 0.03, 0.03], [0.01, -0.01, -0.03], [0.01, -0.02, -0.01], [-0.02, 0.01, 0.02], [0.00, 0.00, 0.00], [0.00, 0.02, -0.01], [-0.06, -0.05, -0.07], [0.00, 0.00, -0.02], [0.01, 0.03, 0.01], [-0.01, -0.06, 0.02], [0.04, -0.03, -0.03], [-0.01, 0.02, 0.01], [-0.01, 0.01, 0.01], [0.00, 0.00, 0.00], [0.00, 0.00, 0.00], [0.00, -0.01, -0.07]],
  "homo_ev": -13.54,
  "charge": 2
}



{
  "formula": "C9H10OSe",
  "method": "ωB97M-V/def2-TZVPD",
  "elements": ["Se", "O", "C", "C", "C", "C", "C", "C", "C", "C", "C", "H", "H", "H", "H", "H", "H", "H", "H", "H", "H"],
  "xyz": [[-3.1683, 0.2950, 0.2843], [-1.1724, 2.1068, -1.2458], [0.8451, -0.9120, -0.5391], [0.3322, 1.3254, 0.6369], [-0.5318, -2.7662, -0.1414], [0.7237, -2.2552, -0.4281], [-0.1271, 1.4047, -0.8244], [-1.5915, -1.9244, 0.0335], [-0.2116, -0.0005, -0.1354], [1.8008, 1.7362, 1.0828], [-1.5537, -0.5218, 0.1551], [-2.5406, -2.2900, 0.0778], [-0.7555, -3.8997, -0.1183], [2.0839, 1.2650, 2.0592], [1.7693, -0.3977, -0.8456], [1.5050, -2.9347, -0.7215], [-0.4819, 1.5492, 1.3685], [0.6718, 1.5077, -1.6252], [2.6508, 1.7318, 0.3744], [1.6977, 2.9292, 1.1814], [-1.9460, 2.0514, -0.6292]],
  "forces_ev_per_a": [[0.35, 0.63, 0.46], [-1.73, 0.64, -0.24], [0.61, 0.28, 0.49], [-0.19, 0.33, -1.45], [-2.28, -1.82, 0.41], [1.37, 0.65, -0.89], [2.53, 0.63, 1.15], [1.48, -0.29, 0.30], [0.41, 0.51, 0.14], [-1.35, 2.01, 0.32], [0.91, -0.15, -1.01], [-2.40, -1.41, 0.36], [0.59, 2.02, -0.16], [-0.19, 0.59, -0.91], [-0.32, -0.60, 0.14], [0.36, 0.05, 0.08], [0.87, 0.14, -0.62], [-0.74, -0.52, 1.32], [-0.77, -0.87, 0.00], [0.08, -2.58, 0.38], [0.43, -0.23, -0.29]],
  "homo_ev": -7.91
}



{
  "formula": "C24H24AuGeN2O3S3SbSe",
  "method": "ωB97M-V/def2-TZVPD",
  "elements": ["Au", "Sb", "Se", "Ge", "S", "S", "S", "O", "O", "O", "N", "N", "C", "C", "C", "C", "C", "C", "C", "C", "C", "C", "C", "C", "C", "C", "C", "C", "C", "C", "C", "C", "C", "C", "C", "C", "H", "H", "H", "H", "H", "H", "H", "H", "H", "H", "H", "H", "H", "H", "H", "H", "H", "H", "H", "H", "H", "H", "H", "H"],
  "xyz": [[-1.5220, -3.2522, -0.4994], [-4.6648, -2.1718, 0.0909], [-1.6416, -5.3756, 1.6839], [0.1781, 0.9013, 0.7913], [-4.3864, -1.7205, 2.3845], [-2.8875, -1.2029, -1.1165], [-3.5697, -4.3277, -0.2285], [-0.2559, -4.6896, -2.6354], [0.4323, -2.5739, -0.7361], [2.4511, -1.9566, -0.0955], [1.6751, -3.7359, -3.3254], [-1.9451, -3.3238, 3.8230], [1.7027, 0.5954, -1.7249], [1.7768, 2.8043, 2.3598], [-0.4264, 1.2298, -3.3830], [-0.3200, -0.8014, 1.6246], [-0.5946, 1.2025, -2.0048], [1.7972, 1.6002, 1.6571], [0.7420, -1.8993, 1.5667], [-2.4671, 1.7293, 1.7168], [2.9182, 3.2926, 2.9837], [-2.2967, 4.3396, 0.8009], [-3.4537, 3.9044, 1.4344], [-1.8444, -4.1222, 2.9926], [-0.4040, -2.5380, -3.6991], [0.4634, 0.8821, -1.1538], [-3.5389, 2.5968, 1.8890], [-1.2965, 2.1514, 1.0887], [0.8132, 0.9439, -3.9361], [0.3157, -3.7513, -3.1660], [4.1401, 1.3721, 2.2294], [1.8767, 0.6256, -3.1027], [-1.2320, 3.4666, 0.6271], [1.2687, -2.1638, 0.1640], [2.9981, 0.8854, 1.6063], [4.1045, 2.5775, 2.9168], [-4.4402, 2.2416, 2.3734], [1.5987, -1.6369, 2.1875], [0.1321, -2.0775, -4.5285], [-2.2269, 5.3573, 0.4358], [-4.2887, 4.5821, 1.5655], [-1.2678, 1.4709, -4.0215], [-0.3406, 3.8145, 0.1143], [2.0947, -2.8227, -3.4038], [0.8550, 3.3712, 2.4281], [2.5422, 0.3220, -1.1018], [3.0505, -0.0675, 1.0891], [2.8779, 4.2306, 3.5245], [-2.5662, 0.7073, 2.0647], [5.0598, 0.8017, 2.1797], [-0.4715, -1.8107, -2.8887], [-1.5691, 1.4311, -1.5899], [2.1594, -4.3671, -2.7054], [0.9482, 0.9655, -5.0110], [4.9960, 2.9547, 3.4031], [-1.4110, -2.8140, -4.0031], [-1.2492, -1.1304, 1.1577], [-0.5633, -0.5833, 2.6679], [0.3242, -2.8310, 1.9611], [2.8492, 0.3962, -3.5228]],
  "forces_ev_per_a": [[-0.07, -0.04, 0.01], [-0.09, 0.01, 0.12], [0.00, -0.04, 0.07], [0.03, 0.05, -0.01], [0.00, -0.02, -0.09], [0.07, 0.10, -0.01], [-0.01, -0.08, 0.03], [-0.06, -0.02, -0.20], [0.08, 0.13, 0.13], [0.08, -0.02, -0.03], [-0.03, -0.02, -0.04], [0.01, 0.02, 0.01], [0.00, -0.01, -0.05], [-0.02, 0.02, 0.00], [-0.01, 0.01, -0.01], [-0.01, 0.02, -0.05], [-0.02, 0.01, 0.00], [0.00, -0.03, -0.01], [0.04, -0.11, 0.06], [-0.01, -0.01, 0.01], [-0.01, 0.00, 0.00], [0.01, 0.01, -0.01], [-0.01, -0.01, 0.01], [0.00, 0.01, -0.04], [-0.02, -0.10, -0.04], [0.01, -0.02, 0.03], [0.01, 0.01, -0.01], [-0.04, -0.03, 0.00], [0.00, 0.00, 0.02], [0.08, 0.02, 0.03], [-0.01, 0.01, 0.00], [-0.01, -0.01, -0.01], [0.00, 0.03, 0.00], [-0.12, -0.01, -0.03], [0.04, 0.01, 0.03], [0.01, 0.00, 0.00], [-0.01, 0.00, 0.00], [-0.01, 0.00, 0.00], [-0.01, -0.01, -0.01], [0.00, 0.00, 0.00], [0.00, 0.00, 0.00], [0.00, 0.00, 0.00], [0.00, 0.00, 0.00], [0.03, 0.00, 0.07], [0.00, 0.00, 0.00], [0.01, 0.00, 0.03], [-0.03, 0.00, -0.02], [0.00, 0.00, 0.00], [0.01, 0.01, -0.01], [0.00, 0.00, 0.00], [0.03, 0.05, -0.02], [0.00, 0.00, 0.01], [0.02, 0.04, 0.03], [0.00, 0.00, 0.00], [0.00, 0.00, 0.00], [-0.01, 0.00, 0.01], [-0.02, 0.01, -0.01], [0.03, -0.01, 0.01], [0.00, 0.02, 0.00], [0.00, 0.01, -0.01]],
  "homo_ev": [-5.04, -5.86],
  "s_squared": 3.77,
  "spin_multiplicity": 4,
  "charge": -1
}



{
  "formula": "C32H39N5STb",
  "method": "ωB97M-V/def2-TZVPD",
  "elements": ["Tb", "S", "N", "N", "N", "N", "N", "C", "C", "C", "C", "C", "C", "C", "C", "C", "C", "C", "C", "C", "C", "C", "C", "C", "C", "C", "C", "C", "C", "C", "C", "C", "C", "C", "C", "C", "C", "C", "C", "H", "H", "H", "H", "H", "H", "H", "H", "H", "H", "H", "H", "H", "H", "H", "H", "H", "H", "H", "H", "H", "H", "H", "H", "H", "H", "H", "H", "H", "H", "H", "H", "H", "H", "H", "H", "H", "H", "H"],
  "xyz": [[1.0710, 0.4153, -0.2560], [1.9906, -1.4066, 1.3408], [3.7049, 3.8098, 1.8766], [2.2124, -0.6521, 3.9780], [0.1204, -1.5131, -3.2495], [1.7697, -0.5540, -2.1401], [0.6884, -2.1665, 3.6573], [2.0101, 3.8322, 0.2626], [1.7542, -1.0470, 5.2287], [-0.5878, 3.9631, 0.9990], [-0.1733, 2.0345, 3.4031], [-1.5246, 2.4288, -1.4952], [-3.3927, -2.3788, -4.2458], [-1.9716, -0.4585, 2.6889], [-2.7269, -0.2697, -0.3617], [4.8951, 1.5376, 0.7006], [-3.6692, -3.3960, -3.3229], [-1.1674, -2.1077, -3.3712], [-1.4785, -3.0373, -2.3658], [-2.7219, -3.6762, -2.3416], [-1.3872, 0.5007, 1.7179], [-1.2088, 1.8040, -0.1890], [-1.6863, 0.5565, 0.3086], [4.8632, 3.3424, 2.3029], [1.5680, -1.3425, 3.0018], [-4.9466, -4.1894, -3.3375], [3.7445, 2.0765, 0.1257], [0.7197, -1.4123, -2.0129], [-2.0970, -0.4754, -5.1591], [-0.4995, -3.2468, -1.2874], [0.8306, -0.6934, -4.1459], [5.4843, 2.2044, 1.7756], [0.8092, -1.9977, 5.0395], [-2.1813, -1.6697, -4.2632], [1.8594, -0.1382, -3.4879], [3.2141, 0.3658, 3.7165], [-0.6982, 1.6695, 2.0730], [3.1811, 3.2667, 0.7384], [-0.7682, 2.5954, 0.9595], [-3.7424, 0.1261, -0.1500], [3.3328, 1.6881, -0.8319], [-4.8589, -5.1157, -3.9297], [-5.7734, -3.6046, -3.7577], [-3.0586, -0.3965, -5.6745], [1.7813, 3.7475, -0.8017], [-2.4242, 3.0679, -1.4163], [0.0917, -2.8262, 3.1754], [-0.8635, 2.6941, 3.9576], [-1.7089, 1.6888, -2.2899], [0.0039, 1.1462, 4.0243], [-2.6012, -0.2678, -1.4534], [-1.9496, 0.4714, -4.6235], [-0.3041, 4.4222, 1.9643], [-2.7181, 0.0435, 3.3328], [3.9835, -0.0259, 3.0435], [0.2330, -2.5665, 5.7375], [-4.1570, -2.1126, -4.9698], [5.3739, 3.8477, 3.1266], [0.5539, -2.9073, -1.6466], [-1.3251, -0.5589, -5.9288], [3.6623, 0.6592, 4.6714], [0.5323, -0.5943, -5.1859], [-5.2189, -4.4942, -2.3154], [-2.6998, -1.3147, -0.0242], [-2.9224, -4.3964, -1.5486], [-0.5418, -4.2816, -0.9384], [-1.2083, -0.8910, 3.3475], [0.7870, 2.5677, 3.3085], [2.7855, 0.2690, -3.8940], [2.1599, -0.6234, 6.1255], [-0.7393, -2.6091, -0.4198], [-2.4809, -1.2825, 2.1752], [5.3123, 0.5959, 0.3218], [-0.6993, 3.0744, -1.8332], [1.4340, 4.5468, 0.8321], [-0.7777, 4.5609, 0.1143], [2.7644, 1.2525, 3.2451], [6.3775, 1.8251, 2.2674]],
  "forces_ev_per_a": [[-1.48, 2.88, 1.23], [0.44, -1.58, 2.22], [1.27, 0.26, 1.19], [-0.56, -0.16, -0.08], [0.18, 1.09, -0.49], [0.50, -1.17, -2.73], [0.59, 0.36, 0.26], [0.89, -0.15, -0.85], [-0.22, -0.24, -0.54], [-0.54, -0.03, 0.87], [0.28, 0.21, 0.66], [-0.17, 0.22, -0.58], [0.23, -0.26, 0.36], [-0.03, -0.43, 0.31], [-0.19, -0.34, -0.29], [-0.99, 0.12, -0.92], [0.31, -0.04, 0.14], [-0.58, 0.55, 0.06], [-0.34, 0.06, -0.32], [0.42, 0.41, -0.65], [0.30, 0.33, -1.26], [-0.68, 0.14, 1.26], [-0.11, 0.87, 0.82], [-0.40, -0.67, -0.40], [0.42, -0.77, -0.16], [-0.36, -0.08, -0.03], [1.31, -0.41, 0.14], [1.32, 4.60, -0.40], [-0.14, 0.23, -0.50], [0.68, -1.98, 0.82], [-0.95, -0.58, -1.14], [0.72, -0.20, 0.70], [0.28, 0.26, -0.71], [0.19, -0.91, 0.63], [0.68, -0.96, 0.96], [0.27, 0.40, -0.10], [-0.30, 0.34, -0.88], [-1.97, 0.20, -0.98], [0.09, -1.38, -0.47], [0.33, -0.16, -0.09], [0.36, 0.26, 0.75], [0.06, 0.32, 0.11], [0.09, -0.13, 0.08], [0.14, 0.12, -0.04], [-0.28, -0.34, 0.22], [0.18, -0.11, -0.15], [0.22, 0.26, 0.07], [0.16, -0.09, -0.02], [0.03, 0.14, 0.19], [-0.07, 0.11, -0.02], [-0.06, -0.11, 0.19], [0.16, -0.29, 0.05], [-0.24, -0.06, -0.86], [0.21, -0.18, -0.18], [-0.18, 0.09, 0.15], [-0.15, -0.04, 0.13], [0.00, 0.06, 0.06], [-0.36, 0.08, 0.03], [-1.91, -1.86, 1.46], [-0.10, 0.05, 0.10], [-0.08, -0.08, -0.23], [0.27, -0.15, 0.37], [0.03, 0.13, -0.31], [-0.09, 0.14, -0.18], [-0.01, 0.12, -0.17], [-0.20, -0.36, 0.01], [-0.33, 0.13, 0.00], [-0.27, -0.04, 0.08], [-0.60, 0.44, 0.12], [-0.03, 0.07, 0.12], [0.46, -0.09, -0.38], [0.07, 0.06, 0.11], [-0.06, 0.41, 0.05], [-0.19, -0.09, 0.01], [0.75, 0.15, -0.15], [0.20, 0.11, 0.25], [0.13, -0.29, 0.10], [-0.03, 0.02, -0.20]],
  "homo_ev": [-2.12, -2.15],
  "s_squared": 13.05,
  "spin_multiplicity": 7,
  "charge": -1
}



{
  "formula": "C4H7N2",
  "method": "ωB97M-V/def2-TZVPD",
  "elements": ["N", "N", "C", "C", "C", "C", "H", "H", "H", "H", "H", "H", "H"],
  "xyz": [[1.1618, 0.6637, -0.8536], [0.3453, -1.3279, 0.1356], [0.4967, 0.1003, 0.4750], [-1.9136, 0.3206, 0.1387], [-0.7741, 0.7745, 0.6501], [-2.7854, 0.2796, -0.8021], [1.8083, 1.4352, -0.6253], [0.3219, 1.1277, -1.4855], [1.0711, -1.5991, -0.6054], [1.1584, 0.1085, 1.2628], [0.4351, -2.0595, 0.8587], [-0.5271, -1.4600, -0.3169], [-0.7984, 1.6363, 1.1679]],
  "forces_ev_per_a": [[-3.21, 1.12, 0.37], [2.05, -1.99, -1.19], [1.18, 0.28, -4.05], [0.31, 0.14, -0.33], [-1.59, -2.50, -0.99], [-0.09, -0.25, 0.09], [-0.43, -0.44, -0.08], [2.77, -1.46, 2.07], [-0.90, 0.78, 1.07], [1.51, 0.73, 1.76], [-0.19, 0.74, 0.24], [-1.68, -0.26, -0.73], [0.27, 3.11, 1.77]],
  "homo_ev": -14.76,
  "charge": 1
}



{
  "formula": "C2H3FS2",
  "method": "ωB97M-V/def2-TZVPD",
  "elements": ["S", "S", "F", "C", "C", "H", "H", "H"],
  "xyz": [[0.0316, -1.9268, 2.1579], [-1.7067, -1.1137, 2.0448], [0.1255, -3.4153, 1.3448], [0.3710, 0.1122, -0.1477], [-0.8516, 0.5581, -0.1236], [-1.8011, 0.7328, 0.1682], [0.5864, -0.7089, 0.7687], [1.1675, 0.4978, -0.7088]],
  "forces_ev_per_a": [[-0.15, -0.39, -0.20], [0.66, -0.16, -0.56], [-0.34, 1.16, 0.31], [-3.54, 0.48, 1.59], [5.08, -2.51, 0.45], [-2.80, 0.82, 0.28], [-0.02, 0.48, -1.13], [1.12, 0.14, -0.74]],
  "homo_ev": [-8.63, -8.59]
}



ΔE to the lowest compared entry with this formula, charge and spin
In order: 0.0, 44.5, 0.0, 0.0, 157.0, 82.2
Unit: kcal/mol
Largest force on an atom
In order: 0.0255, 0.0572, 0.0040, 0.0934, 0.0822, 0.1107
Unit: Eh/bohr